Version a
Molecular formula: C58H47F3O3P2RhSb
Method: DFT, ωB97M-V with the def2-TZVPD basis set

Structure (ORCA input):
```
! wB97M-V def2-TZVPD RIJCOSX def2/J DEFGRID3
* xyz 2 5
Rh 0.389 0.099 0.061
O 1.147 2.487 -0.391
C 0.444 3.694 -0.424
C -1.924 2.697 -0.211
O -2.567 3.646 -0.293
O -1.517 1.595 -0.101
C 0.672 4.546 0.763
C 0.071 4.278 1.992
C 0.368 5.053 3.103
C 1.279 6.095 2.998
C 1.896 6.361 1.782
C 1.592 5.593 0.668
C 0.097 4.175 -1.722
C 0.383 3.419 -2.878
C 0.024 3.892 -4.125
C -0.631 5.114 -4.250
C -0.931 5.863 -3.117
C -0.581 5.402 -1.863
H 1.880 2.617 0.232
H -0.645 3.468 2.087
H -0.120 4.851 4.047
H 1.500 6.707 3.862
H 2.607 7.171 1.700
H 2.061 5.805 -0.286
H 0.915 2.481 -2.780
H 0.261 3.317 -5.011
H -0.907 5.481 -5.229
H -1.443 6.811 -3.216
H -0.831 5.978 -0.981
C 2.891 -2.486 0.484
C 3.754 -1.245 0.323
P 2.788 0.228 0.798
C 3.874 1.628 0.461
C 4.160 1.913 -0.879
C 5.011 2.957 -1.197
C 5.565 3.731 -0.181
C 5.263 3.467 1.146
C 4.414 2.418 1.474
C 2.560 0.096 2.583
C 1.295 0.351 3.109
C 1.054 0.245 4.471
C 2.090 -0.118 5.321
C 3.357 -0.378 4.810
C 3.593 -0.271 3.448
P 1.224 -2.233 -0.244
C 0.479 -3.851 0.054
C 0.341 -4.842 -0.914
C -0.109 -6.102 -0.550
C -0.405 -6.383 0.778
C -0.272 -5.396 1.746
C 0.156 -4.128 1.384
C 1.542 -1.961 -2.009
C 1.023 -0.790 -2.569
C 1.225 -0.470 -3.900
C 1.959 -1.342 -4.696
C 2.496 -2.502 -4.155
C 2.294 -2.811 -2.817
H 2.734 -2.715 1.540
H 3.336 -3.370 0.022
H 4.057 -1.106 -0.718
H 4.662 -1.287 0.925
H 3.712 1.324 -1.673
H 5.240 3.173 -2.232
H 6.232 4.546 -0.430
H 5.689 4.076 1.931
H 4.174 2.224 2.511
H 0.473 0.660 2.461
H 0.069 0.448 4.868
H 1.912 -0.199 6.385
H 4.161 -0.663 5.475
H 4.584 -0.478 3.063
H 0.564 -4.637 -1.953
H -0.222 -6.869 -1.304
H -0.740 -7.373 1.058
H -0.508 -5.610 2.780
H 0.236 -3.353 2.141
H 0.415 -0.095 -1.962
H 0.805 0.436 -4.319
H 2.118 -1.110 -5.741
H 3.076 -3.169 -4.779
H 2.734 -3.711 -2.404
F -4.104 -3.438 5.478
C -3.680 -3.001 4.290
C -3.594 -1.639 4.075
C -3.161 -1.195 2.835
C -2.830 -2.100 1.825
C -2.911 -3.466 2.086
C -3.340 -3.926 3.323
Sb -2.247 -1.366 -0.070
C -2.574 -3.004 -1.348
C -3.646 -3.869 -1.121
C -3.907 -4.910 -1.998
C -3.096 -5.057 -3.109
F -3.335 -6.066 -3.950
C -2.055 -4.192 -3.388
C -1.798 -3.162 -2.495
C -3.929 -0.205 -0.642
C -4.569 -0.487 -1.847
C -5.694 0.230 -2.233
C -6.160 1.227 -1.400
F -7.242 1.918 -1.764
C -5.543 1.542 -0.203
C -4.419 0.822 0.167
H -3.869 -0.953 4.864
H -3.086 -0.127 2.672
H -2.644 -4.190 1.328
H -3.419 -4.983 3.541
H -4.300 -3.731 -0.269
H -4.730 -5.593 -1.841
H -1.472 -4.328 -4.289
H -0.986 -2.479 -2.712
H -4.205 -1.272 -2.498
H -6.208 0.024 -3.161
H -5.942 2.335 0.413
H -3.936 1.076 1.101
*
```

The expectation value of S² is 6.0440.

Version b
Molecular formula: C58H47F3O3P2RhSb
Method: DFT, ωB97M-V with the def2-TZVPD basis set

Structure (ORCA input):
```
! wB97M-V def2-TZVPD RIJCOSX def2/J DEFGRID3
* xyz 2 5
Rh -0.318 -0.266 -0.550
O -1.121 2.112 -1.084
C -0.900 3.218 -0.254
C -0.173 2.526 1.259
O 0.000 3.327 2.123
O 0.029 1.325 1.066
C 0.134 4.144 -0.840
C 1.487 4.099 -0.516
C 2.383 4.938 -1.161
C 1.941 5.818 -2.138
C 0.597 5.852 -2.479
C -0.306 5.023 -1.834
C -2.139 3.792 0.276
C -3.361 3.109 0.133
C -4.526 3.682 0.593
C -4.488 4.925 1.224
C -3.277 5.595 1.398
C -2.106 5.026 0.950
H -0.739 2.310 -1.954
H 1.854 3.424 0.248
H 3.428 4.916 -0.885
H 2.641 6.482 -2.628
H 0.241 6.533 -3.240
H -1.359 5.055 -2.089
H -3.378 2.149 -0.366
H -5.469 3.169 0.463
H -5.405 5.365 1.593
H -3.257 6.554 1.896
H -1.160 5.524 1.114
C 0.056 -3.026 -2.800
C -0.675 -2.001 -3.667
P -0.341 -0.325 -2.995
C -1.159 0.829 -4.126
C -2.557 0.818 -4.131
C -3.254 1.684 -4.955
C -2.561 2.579 -5.762
C -1.174 2.605 -5.745
C -0.468 1.738 -4.923
C 1.451 -0.112 -3.197
C 2.133 0.382 -2.085
C 3.500 0.598 -2.126
C 4.202 0.283 -3.281
C 3.537 -0.241 -4.383
C 2.164 -0.426 -4.352
P -0.191 -2.678 -0.999
C 0.556 -4.152 -0.245
C -0.146 -5.012 0.595
C 0.482 -6.139 1.106
C 1.810 -6.397 0.802
C 2.522 -5.525 -0.011
C 1.902 -4.400 -0.528
C -2.001 -2.826 -0.815
C -2.656 -1.720 -0.272
C -4.031 -1.699 -0.119
C -4.767 -2.809 -0.513
C -4.132 -3.906 -1.079
C -2.754 -3.920 -1.234
H 1.132 -2.978 -2.983
H -0.271 -4.045 -3.008
H -1.753 -2.170 -3.642
H -0.353 -2.054 -4.708
H -3.092 0.126 -3.487
H -4.335 1.665 -4.969
H -3.104 3.261 -6.402
H -0.636 3.299 -6.377
H 0.615 1.766 -4.910
H 1.573 0.608 -1.164
H 4.010 1.012 -1.269
H 5.270 0.450 -3.323
H 4.092 -0.502 -5.275
H 1.650 -0.799 -5.231
H -1.176 -4.803 0.850
H -0.075 -6.815 1.741
H 2.294 -7.275 1.209
H 3.559 -5.725 -0.248
H 2.461 -3.715 -1.157
H -2.057 -0.844 0.059
H -4.528 -0.839 0.309
H -5.840 -2.819 -0.370
H -4.718 -4.758 -1.399
H -2.267 -4.782 -1.674
F 2.054 -5.982 5.902
C 1.677 -4.963 5.128
C 0.704 -4.094 5.592
C 0.316 -3.037 4.785
C 0.918 -2.858 3.545
C 1.876 -3.756 3.085
C 2.268 -4.816 3.885
Sb 0.411 -1.154 2.346
C 2.372 -0.315 2.125
C 2.718 0.892 2.725
C 3.997 1.406 2.571
C 4.916 0.692 1.822
F 6.147 1.188 1.657
C 4.597 -0.511 1.220
C 3.307 -1.001 1.358
C -0.511 0.107 3.807
C -1.764 0.654 3.556
C -2.355 1.500 4.479
C -1.672 1.786 5.647
F -2.238 2.601 6.538
C -0.429 1.246 5.925
C 0.149 0.391 4.999
H 0.268 -4.248 6.570
H -0.449 -2.354 5.132
H 2.324 -3.636 2.106
H 3.023 -5.520 3.561
H 1.995 1.446 3.309
H 4.287 2.341 3.031
H 5.351 -1.042 0.652
H 3.038 -1.932 0.868
H -2.289 0.420 2.635
H -3.334 1.930 4.313
H 0.066 1.488 6.856
H 1.110 -0.061 5.215
*
```

The expectation value of S² is 6.0377.

Winner for stability: version a

Version a
Molecular formula: C4H4N4
Method: DFT, ωB97M-V with the def2-TZVPD basis set

Structure (ORCA input):
```
! wB97M-V def2-TZVPD RIJCOSX def2/J DEFGRID3
* xyz 0 1
C 0.229 -1.260 -1.157
C -0.222 -0.081 -0.644
C -1.177 0.880 -0.330
C 0.693 0.333 0.447
H 2.111 -1.564 1.346
H -0.553 -2.224 -1.619
H -2.266 0.737 -0.809
H -0.940 2.705 0.738
N 1.553 -0.786 0.458
N 1.122 -1.710 -0.363
N -0.841 1.656 0.719
N 0.292 1.314 1.214
*
```

Version b
Molecular formula: C4H4N4
Method: DFT, ωB97M-V with the def2-TZVPD basis set

Structure (ORCA input):
```
! wB97M-V def2-TZVPD RIJCOSX def2/J DEFGRID3
* xyz 0 1
C 1.478 -1.158 0.000
C 0.154 -0.690 -0.017
C -1.283 0.981 0.154
C 0.117 0.543 -0.088
H 1.854 1.888 0.076
H 1.759 -2.350 0.122
H -2.980 -0.268 -0.028
H -2.023 1.887 -0.006
N 1.531 0.875 -0.137
N 2.299 -0.114 0.044
N -1.033 -1.304 -0.028
N -1.872 -0.291 -0.093
*
```

As for the SMILES: c1n[nH]c2c[nH]nc12.

Winner for stability: version b

Version a
Molecular formula: C18H66O24
Method: DFT, ωB97M-V with the def2-TZVPD basis set

Structure (ORCA input):
```
! wB97M-V def2-TZVPD RIJCOSX def2/J DEFGRID3
* xyz 0 1
O -4.265 4.399 5.441
H -4.302 3.587 5.944
H -3.377 4.407 5.155
O -5.102 10.553 9.760
H -5.558 10.572 10.562
H -5.704 10.824 9.090
O -3.978 2.482 7.428
H -3.850 3.097 8.148
H -3.126 2.019 7.302
O -2.945 4.494 9.375
H -3.398 4.361 10.223
H -2.981 5.365 9.019
O -5.293 6.704 10.232
H -5.391 6.432 9.343
H -4.405 6.888 10.498
O -6.674 11.632 7.847
H -7.458 11.562 8.441
H -6.922 12.382 7.380
C -8.132 4.674 7.386
C -7.451 4.457 6.044
O -8.201 3.622 5.236
O -7.232 5.241 8.249
H -8.511 3.822 7.798
H -8.881 5.377 7.153
H -6.493 3.960 6.231
H -7.305 5.418 5.635
H -7.731 3.480 4.389
H -6.648 4.589 8.638
C -6.502 5.628 1.879
C -5.314 6.339 2.369
O -4.226 6.271 1.510
O -7.629 5.768 2.770
H -6.151 4.563 1.765
H -6.819 5.924 0.873
H -5.119 6.030 3.345
H -5.649 7.344 2.496
H -3.702 7.061 1.572
H -7.984 4.928 2.921
C -1.073 6.737 6.988
C -1.189 5.202 6.791
O -0.361 4.630 5.858
O -1.894 7.056 8.076
H -1.375 7.267 6.122
H -0.013 6.948 7.207
H -2.110 5.123 6.353
H -1.092 4.610 7.693
H -0.601 4.789 4.918
H -2.768 7.029 7.718
C -2.299 9.671 4.358
C -3.192 8.737 3.603
O -2.890 8.666 2.188
O -2.535 9.519 5.798
H -2.445 10.743 4.136
H -1.248 9.321 4.182
H -4.225 8.892 3.677
H -3.024 7.714 3.906
H -3.003 9.583 1.842
H -3.454 9.267 5.869
C -8.125 9.352 5.139
C -8.735 8.029 5.533
O -10.115 8.286 5.981
O -6.892 8.986 4.545
H -8.027 10.095 5.995
H -8.792 9.745 4.334
H -8.273 7.441 6.306
H -8.747 7.300 4.670
H -10.111 8.397 6.949
H -6.106 8.972 5.068
C -4.991 7.283 6.622
C -5.034 8.575 7.400
O -5.150 9.626 6.453
O -4.736 6.164 7.457
H -4.331 7.412 5.785
H -5.926 6.971 6.168
H -4.073 8.778 7.919
H -5.624 8.622 8.268
H -5.646 10.368 6.826
H -4.505 5.480 6.790
C -5.015 12.331 4.505
C -4.741 13.273 5.692
O -4.178 12.442 6.682
O -5.975 12.933 3.691
H -5.426 11.330 4.618
H -4.017 12.366 4.035
H -5.669 13.696 6.099
H -4.040 14.166 5.547
H -3.230 12.554 6.662
H -5.612 13.123 2.798
C -0.793 10.954 10.098
C -1.502 11.281 8.745
O -2.774 11.715 9.052
O 0.509 10.461 9.884
H -1.286 10.142 10.620
H -0.686 11.786 10.771
H -1.508 10.414 8.094
H -0.998 12.090 8.266
H -3.333 10.955 9.317
H 0.636 9.919 10.690
C -8.347 8.611 9.744
C -9.098 9.830 9.024
O -8.572 11.028 9.530
O -8.796 7.485 8.980
H -8.644 8.641 10.869
H -7.261 8.561 9.813
H -10.167 9.680 9.134
H -9.141 9.759 8.020
H -8.697 11.041 10.474
H -8.296 6.756 9.060
*
```

Version b
Molecular formula: C18H66O24
Method: DFT, ωB97M-V with the def2-TZVPD basis set

Structure (ORCA input):
```
! wB97M-V def2-TZVPD RIJCOSX def2/J DEFGRID3
* xyz 0 1
O 6.388 -8.324 23.494
H 5.763 -9.090 23.303
H 7.181 -8.626 23.042
O 3.119 -10.468 19.600
H 3.344 -11.402 19.566
H 2.287 -10.331 19.166
O 4.745 -10.042 22.705
H 3.994 -10.666 22.726
H 4.886 -10.039 21.774
O 8.276 -9.724 19.142
H 9.017 -10.244 19.346
H 7.739 -10.078 18.459
O 5.665 -8.803 20.108
H 6.579 -9.182 20.012
H 5.748 -7.949 19.648
O 3.183 -12.863 18.449
H 2.772 -12.453 17.697
H 2.645 -13.668 18.503
C 11.187 -10.502 19.607
C 12.456 -11.199 19.569
O 13.177 -11.184 20.772
O 10.283 -11.211 20.446
H 10.716 -10.271 18.636
H 11.316 -9.468 19.881
H 13.132 -10.818 18.848
H 12.409 -12.226 19.296
H 13.905 -11.715 20.778
H 10.741 -11.714 21.051
C 5.547 -8.736 16.360
C 7.066 -8.652 16.365
O 7.418 -7.761 15.347
O 5.153 -9.922 17.166
H 5.253 -9.054 15.370
H 5.262 -7.745 16.584
H 7.317 -9.694 16.004
H 7.389 -8.344 17.360
H 7.578 -8.258 14.522
H 5.394 -9.704 18.041
C 5.593 -12.221 20.170
C 6.891 -12.400 21.022
O 6.962 -11.405 21.993
O 5.601 -13.440 19.415
H 5.537 -11.322 19.545
H 4.722 -12.342 20.802
H 7.770 -12.342 20.458
H 7.032 -13.367 21.390
H 6.123 -11.263 22.375
H 4.884 -13.381 18.800
C 10.091 -8.331 22.280
C 10.513 -7.692 23.558
O 11.688 -6.852 23.305
O 8.806 -8.967 22.493
H 10.755 -9.177 22.175
H 10.163 -7.647 21.386
H 10.866 -8.443 24.234
H 9.701 -7.088 24.066
H 12.412 -7.356 22.874
H 8.897 -9.863 22.189
C 4.518 -15.889 21.176
C 4.586 -16.715 19.882
O 5.405 -17.798 20.051
O 3.629 -14.802 21.104
H 5.559 -15.437 21.317
H 4.269 -16.494 22.054
H 5.100 -16.116 19.137
H 3.618 -17.002 19.519
H 5.016 -18.365 19.396
H 4.074 -13.952 21.078
C 1.649 -11.744 24.360
C 2.389 -12.530 23.324
O 2.902 -11.865 22.227
O 0.835 -12.599 25.092
H 1.077 -11.009 23.744
H 2.279 -11.229 25.051
H 1.661 -13.271 22.937
H 3.194 -13.130 23.761
H 2.205 -11.285 21.877
H -0.035 -12.492 24.757
C 8.827 -15.631 18.783
C 9.478 -14.773 19.859
O 10.720 -15.284 20.256
O 7.569 -15.060 18.344
H 8.688 -16.674 19.043
H 9.623 -15.654 18.009
H 8.895 -14.894 20.764
H 9.556 -13.720 19.644
H 11.365 -15.276 19.521
H 7.101 -14.758 19.085
C 8.930 -12.181 17.204
C 8.876 -12.958 15.875
O 7.892 -12.436 15.073
O 7.619 -12.082 17.658
H 9.251 -11.125 17.071
H 9.530 -12.719 17.919
H 8.792 -14.002 15.883
H 9.813 -12.631 15.414
H 7.131 -12.059 15.563
H 7.187 -12.967 17.632
C 5.349 -15.542 16.108
C 5.539 -15.669 14.574
O 6.723 -15.107 14.237
O 4.011 -15.863 16.483
H 5.607 -14.501 16.324
H 6.026 -16.267 16.628
H 4.706 -15.175 13.982
H 5.490 -16.740 14.284
H 6.614 -14.180 14.293
H 3.437 -15.214 16.117
*
```

Winner for stability: version a